Density functional theory data (ωB97M-V/def2-TZVPD) for a structure of composition C7H18ClCoI2O4P2 in a non-equilibrium geometry.

Structure (XYZ):
```
35
C7H18ClCoI2O4P2, DFT ωB97M-V/def2-TZVPD
I -1.28 -1.88 1.18
I 0.58 1.38 0.50
Co 0.00 -0.22 -1.41
P -0.03 -0.28 -3.55
C -1.58 -0.08 -4.45
C 0.98 1.20 -3.92
H 1.73 -1.94 -3.74
H 0.93 -1.62 -5.34
H 0.10 -2.62 -4.07
C 0.77 -1.77 -4.26
H 1.93 1.13 -3.36
H 1.16 1.24 -5.00
H -1.37 -0.03 -5.52
H -2.10 0.82 -4.11
H 0.43 2.10 -3.59
H -2.21 -0.96 -4.23
C -1.57 0.62 -1.40
O -2.58 1.19 -1.50
Cl 1.81 -1.59 -1.13
C -1.79 1.92 3.38
O -1.58 0.57 2.93
P -0.53 -0.57 3.14
O -0.37 -0.77 4.73
C 0.51 0.19 5.41
O 0.99 -0.25 2.78
C 1.96 -1.27 2.38
H -2.32 2.42 2.57
H -0.84 2.42 3.62
H -2.45 1.87 4.26
H 0.68 1.14 4.84
H -0.02 0.44 6.34
H 1.46 -0.30 5.62
H 2.61 -0.82 1.61
H 1.47 -2.18 2.01
H 2.52 -1.50 3.29
```

**Energy above the lowest of the compared OMol25 structures with the same formula, charge and spin**: 0.0 kcal per mole
**LUMO (alpha / beta)**: -8.6 / -10.3 eV
**Total charge**: +2
**HOMO level (alpha / beta)**: -14.65 / -16.40 eV
**Multiplicity**: 5

Density functional theory data (ωB97M-V/def2-TZVPD) for a cluster of 2 separate species, C5H13NO in total in a non-equilibrium geometry.

Structure (XYZ):
```
20
C5H13NO, DFT ωB97M-V/def2-TZVPD
C -0.05 -1.68 -1.27
N -0.31 -2.03 0.16
C -0.76 -0.94 0.97
C -2.17 -0.88 1.07
C -2.88 0.50 1.34
C 0.28 0.16 1.34
H -0.83 -1.27 -1.98
H 0.63 -0.85 -1.15
H 0.45 -2.60 -1.81
H -1.04 -2.74 0.10
H -2.73 -1.66 0.75
H -2.15 1.45 1.35
H -3.69 0.70 0.65
H -3.24 0.60 2.42
H 1.24 -0.13 1.95
H -0.35 0.86 1.89
H 0.45 0.87 0.38
H 5.08 4.39 -2.53
H 4.43 3.11 -1.92
O 4.67 3.56 -2.74
```

**Energy above the lowest of the compared OMol25 structures with the same formula, charge and spin**: 78.6 kcal per mole
**LUMO**: 0.7 eV
**HOMO level**: -7.93 eV
**Multiplicity**: 1

Density functional theory data (ωB97M-V/def2-TZVPD) for an isolated molecule of C25H32N2O5 in a non-equilibrium geometry.

Structure (XYZ):
```
64
C25H32N2O5, DFT ωB97M-V/def2-TZVPD
C -2.04 -4.48 -1.55
C -0.67 -5.04 -1.17
O -0.33 -4.75 0.17
C 0.07 -3.50 0.53
C 0.30 -2.45 -0.35
C 0.71 -1.22 0.14
C 0.88 -1.01 1.50
C 0.67 -2.07 2.37
C 0.27 -3.30 1.89
H 0.11 -4.13 2.56
H 0.82 -1.93 3.43
C 1.29 0.35 2.01
N 0.32 1.38 1.71
C 0.83 2.35 0.93
O 0.29 3.36 0.51
C 2.25 1.99 0.66
C 2.54 0.84 1.30
C 3.79 0.08 1.45
O 4.00 -0.61 2.43
C 4.75 0.19 0.36
C 6.07 -0.20 0.32
C 6.53 0.12 -0.97
C 5.47 0.68 -1.63
O 4.40 0.72 -0.84
C 5.35 1.20 -3.02
H 4.62 0.62 -3.58
H 6.31 1.15 -3.52
H 5.00 2.23 -2.99
H 7.52 -0.04 -1.36
H 6.61 -0.65 1.12
O 2.98 2.84 -0.06
H 2.40 3.58 -0.29
C -1.01 1.42 2.27
H -0.94 1.19 3.34
C -2.00 0.45 1.61
C -2.18 0.68 0.09
N -3.26 1.54 -0.31
C -3.12 2.94 0.04
C -3.83 3.84 -0.97
H -3.64 4.88 -0.74
H -3.46 3.62 -1.97
H -4.91 3.67 -0.96
H -2.06 3.19 0.03
H -3.52 3.16 1.05
C -4.59 0.98 -0.12
C -5.15 0.46 -1.44
H -5.20 1.26 -2.17
H -4.50 -0.32 -1.84
H -6.14 0.04 -1.29
H -5.26 1.75 0.28
H -4.57 0.16 0.61
H -1.26 1.09 -0.32
H -2.35 -0.29 -0.38
H -2.96 0.56 2.12
H -1.65 -0.57 1.78
H -1.36 2.45 2.15
H 1.46 0.29 3.09
H 0.89 -0.41 -0.55
H 0.18 -2.56 -1.42
H -0.69 -6.13 -1.22
H 0.11 -4.68 -1.85
H -2.28 -4.77 -2.57
H -2.80 -4.87 -0.88
H -2.05 -3.39 -1.49
```

**Energy above the lowest of the compared OMol25 structures with the same formula, charge and spin**: 42.0 kcal per mole
**LUMO**: -0.1 eV
**HOMO level**: -7.94 eV
**Multiplicity**: 1

Density functional theory data (ωB97M-V/def2-TZVPD) for a structure of composition C10H12NO in a non-equilibrium geometry.

Structure (XYZ):
```
24
C10H12NO, DFT ωB97M-V/def2-TZVPD
C 2.96 1.60 -0.03
C 1.78 2.35 -0.31
C 3.05 0.25 0.17
C 0.57 1.64 -0.29
C 1.81 -0.46 0.14
C 0.62 0.25 0.00
C 1.75 -1.87 0.34
C 0.02 -1.99 -0.47
C -1.56 -0.25 -1.07
C -1.07 -0.77 1.29
N -0.55 -0.71 -0.02
O 2.37 -2.82 0.56
H 3.89 2.13 0.00
H 1.73 3.35 -0.58
H 3.88 -0.28 0.63
H -0.26 2.27 -0.22
H 0.33 -2.02 -1.53
H -0.63 -2.84 -0.16
H -2.01 -1.19 -1.40
H -2.48 0.23 -0.60
H -1.08 0.21 -1.89
H -2.08 -1.24 1.10
H -0.50 -1.25 2.20
H -1.10 0.27 1.79
```

**Energy above the lowest of the compared OMol25 structures with the same formula, charge and spin**: 59.4 kcal per mole
**LUMO**: -4.3 eV
**Total charge**: +1
**HOMO level**: -13.18 eV
**Multiplicity**: 1

Density functional theory data (ωB97M-V/def2-TZVPD) for a structure of composition C5H8FGaO4 in a non-equilibrium geometry.

Structure (XYZ):
```
19
C5H8FGaO4, DFT ωB97M-V/def2-TZVPD
C 0.42 -1.34 -1.31
O 0.02 -0.09 -0.74
C 1.01 -1.08 -2.67
H 1.15 -1.81 -0.63
H -0.46 -2.01 -1.38
H 1.30 -2.03 -3.13
H 0.29 -0.58 -3.33
H 1.91 -0.44 -2.60
C 0.09 1.48 1.38
O -0.19 0.10 1.52
C -0.97 -0.20 0.33
C -1.81 1.08 0.23
O -0.99 2.06 0.90
O 0.75 1.95 2.30
F 2.25 0.68 5.05
H -1.48 -1.15 0.50
H -1.94 1.38 -0.81
H -2.77 1.00 0.75
Ga 1.40 1.03 3.66
```

**Energy above the lowest of the compared OMol25 structures with the same formula, charge and spin**: 0.0 kcal per mole
**LUMO**: -12.5 eV
**Total charge**: +2
**HOMO level**: -17.68 eV
**Multiplicity**: 1

Density functional theory data (ωB97M-V/def2-TZVPD) for an isolated molecule of C6H11N in a non-equilibrium geometry.

Structure (XYZ):
```
18
C6H11N, DFT ωB97M-V/def2-TZVPD
C 1.18 0.35 -2.40
N 1.15 -1.03 -1.82
C 0.96 -1.11 -0.29
C -2.00 0.54 2.74
C -1.71 1.08 1.55
C -0.44 0.56 0.85
C -0.38 -0.54 0.08
H 1.63 0.37 -3.41
H 1.60 1.01 -1.55
H 0.13 0.54 -2.68
H 2.05 -1.53 -2.00
H 1.84 -0.71 0.32
H 0.95 -2.24 -0.03
H -1.33 -0.22 2.97
H -2.58 1.04 3.64
H -2.31 1.89 1.24
H 0.49 1.10 1.08
H -1.22 -1.11 -0.29
```

**Energy above the lowest of the compared OMol25 structures with the same formula, charge and spin**: 69.4 kcal per mole
**LUMO**: 1.1 eV
**HOMO level**: -8.81 eV
**Multiplicity**: 1

Density functional theory data (ωB97M-V/def2-TZVPD) for a cluster of 2 separate species, C11H15N in total in a non-equilibrium geometry.

Structure (XYZ):
```
27
C11H15N, DFT ωB97M-V/def2-TZVPD
C 0.09 -3.43 -1.51
C -1.44 -0.88 0.67
C -0.91 -1.25 -0.57
C -0.46 -2.61 -0.41
C -0.75 -3.00 0.86
C -1.84 0.46 0.88
C -1.60 1.36 -0.12
C -0.82 -0.32 -1.64
C -1.18 0.97 -1.41
N -1.29 -1.90 1.59
H -1.91 -2.13 2.34
H -2.06 0.81 1.89
H -0.35 -3.80 1.47
H -1.71 2.40 0.19
H -0.37 -0.68 -2.55
H 0.96 -2.93 -2.00
H -0.60 -3.42 -2.36
H -1.32 1.77 -2.13
H 0.47 -4.39 -1.23
C 1.36 3.00 0.74
C 2.87 2.86 0.64
H 0.68 2.81 -0.09
H 1.11 2.13 1.38
H 1.17 3.85 1.39
H 3.19 2.10 -0.06
H 3.49 3.75 0.46
H 3.21 2.43 1.58
```

**Energy above the lowest of the compared OMol25 structures with the same formula, charge and spin**: 26.1 kcal per mole
**LUMO**: 0.9 eV
**HOMO level**: -8.08 eV
**Multiplicity**: 1

Density functional theory data (ωB97M-V/def2-TZVPD) for a structure of composition C23H15N9ORuS in a non-equilibrium geometry.

Structure (XYZ):
```
50
C23H15N9ORuS, DFT ωB97M-V/def2-TZVPD
Ru -0.33 0.35 -0.21
N -3.83 -0.11 2.33
C -3.04 -0.07 1.27
N -1.73 0.00 1.32
C -1.09 0.05 2.57
N 0.19 0.15 2.67
N 0.79 0.21 1.43
C 2.06 0.14 1.31
C 2.55 0.13 -0.06
C 3.90 0.05 -0.38
C 4.27 -0.01 -1.72
C 3.28 0.00 -2.68
C 1.95 0.10 -2.30
N 1.58 0.17 -1.02
C -1.92 -0.03 3.77
C -1.37 -0.01 5.05
C -2.20 -0.07 6.15
C -3.59 -0.15 5.99
C -4.15 -0.16 4.73
C -3.31 -0.10 3.63
H -4.83 -0.16 2.19
H -3.52 -0.08 0.30
H 2.70 0.05 2.18
H 4.64 0.02 0.41
H 5.31 -0.08 -1.99
H 3.52 -0.05 -3.73
H 1.16 0.13 -3.03
H -0.30 0.04 5.17
H -1.78 -0.07 7.15
H -4.23 -0.19 6.86
H -5.23 -0.22 4.60
O -0.55 2.11 0.83
N -0.27 3.31 0.29
C -0.08 4.34 1.14
C 0.15 5.59 0.63
C 0.20 5.76 -0.76
C 0.02 4.68 -1.60
C -0.23 3.42 -1.04
S -0.51 1.97 -1.93
H -0.15 4.09 2.19
H 0.28 6.41 1.31
H 0.40 6.73 -1.18
H 0.06 4.78 -2.67
N -1.34 -0.70 -1.65
C -1.91 -1.30 -2.48
C -2.64 -2.00 -3.47
C -4.03 -2.05 -3.34
N -5.18 -2.09 -3.20
C -1.94 -2.63 -4.51
N -1.36 -3.13 -5.37
```

**LUMO (alpha / beta)**: -8.8 / -8.8 eV
**Total charge**: +2
**HOMO level (alpha / beta)**: -13.47 / -13.46 eV
**Multiplicity**: 1

Density functional theory data (ωB97M-V/def2-TZVPD) for a structure of composition C26H32LuN4O4Sb2 in a non-equilibrium geometry.

Structure (XYZ):
```
69
C26H32LuN4O4Sb2, DFT ωB97M-V/def2-TZVPD
Lu 0.07 0.12 1.14
O 4.28 -6.33 2.86
N 4.53 -5.17 2.55
O 5.60 -4.70 2.16
C 3.35 -4.29 2.37
C 2.20 -4.95 2.39
C 0.93 -4.26 2.21
C -0.32 -4.88 2.27
C -1.46 -4.16 2.33
C -1.35 -2.79 2.05
N -0.19 -2.16 1.79
C 0.93 -2.90 1.95
C 2.21 -2.26 1.93
N 2.14 -0.89 1.73
C 3.17 -0.14 1.97
C 4.42 -0.66 2.37
C 4.56 -2.05 2.38
C 3.42 -2.85 2.17
H 2.16 -5.93 2.67
H -0.28 -5.93 2.40
H -2.45 -4.55 2.43
H -2.26 -2.20 2.03
H 3.05 0.97 1.86
H 5.32 -0.10 2.65
H 5.52 -2.52 2.53
C -4.28 0.20 -0.25
Sb -2.36 0.91 -0.72
C -2.71 2.96 -1.05
C -2.27 0.48 -2.78
C -1.61 1.39 -3.77
C -2.42 2.27 -4.52
C -1.79 3.06 -5.49
C -0.41 3.02 -5.70
C 0.34 2.11 -5.00
C -0.22 1.28 -3.99
C 0.65 0.29 -3.34
Sb 1.61 1.08 -1.52
C 1.56 3.17 -1.74
C 3.66 0.52 -1.60
H -4.99 1.02 -0.18
H -4.31 -0.32 0.73
H -4.65 -0.57 -1.03
H -3.41 3.02 -1.91
H -1.69 3.31 -1.41
H -2.99 3.58 -0.22
H -3.31 0.36 -3.05
H -1.96 -0.61 -2.89
H -3.49 2.18 -4.41
H -2.33 3.84 -6.02
H 0.01 3.74 -6.46
H 1.41 2.12 -5.10
H 1.49 0.06 -4.01
H 0.09 -0.59 -3.05
H 2.44 3.68 -2.01
H 1.32 3.54 -0.79
H 0.75 3.42 -2.41
H 3.90 0.34 -2.66
H 3.80 -0.44 -1.06
H 4.25 1.35 -1.24
N -3.61 1.87 3.99
C -2.29 2.58 3.73
C -1.40 1.63 2.82
O -1.94 0.50 2.52
O -0.26 1.89 2.41
H -4.09 1.61 3.10
H -4.35 2.38 4.56
H -3.44 1.01 4.45
H -1.76 2.83 4.65
H -2.50 3.52 3.22
```

**Energy above the lowest of the compared OMol25 structures with the same formula, charge and spin**: 38.4 kcal per mole
**LUMO**: -8.9 eV
**Total charge**: +3
**HOMO level**: -15.30 eV
**Multiplicity**: 1

Density functional theory data (ωB97M-V/def2-TZVPD) for a cluster of 3 separate species, C31H50F3N4O8P in total in a non-equilibrium geometry.

Structure (XYZ):
```
97
C31H50F3N4O8P, DFT ωB97M-V/def2-TZVPD
C 2.58 -1.58 0.11
C 3.18 -0.23 -0.21
O 3.32 0.57 0.69
N 3.58 0.14 -1.51
C 3.68 -0.97 -2.46
C 2.82 1.28 -2.04
C 1.30 1.02 -2.20
C 0.53 1.53 -0.96
C -0.93 1.95 -1.18
C -2.02 0.86 -0.97
C -2.46 0.99 0.50
O -1.35 0.83 1.41
C -1.77 0.65 2.67
F -0.74 0.74 3.52
F -2.68 1.57 3.05
F -2.32 -0.57 2.84
C -1.59 -0.64 -1.04
O -0.77 -1.22 -0.38
N -2.37 -1.38 -2.00
C -2.97 -0.36 -2.85
N -3.99 -0.75 -3.79
C -4.08 -1.93 -4.08
O -4.12 -3.03 -4.39
P -1.52 0.03 -4.06
O -1.84 -0.30 -5.46
C -3.24 0.87 -1.97
C -4.58 1.01 -1.26
C -5.82 0.84 -2.16
C -6.51 -0.50 -2.02
O -7.00 -1.04 -2.98
N -6.60 -1.08 -0.70
C -5.59 -2.09 -0.46
C -4.77 -2.00 0.65
C -3.78 -2.94 0.89
C -3.58 -4.00 0.02
C -4.42 -4.12 -1.09
C -5.41 -3.18 -1.32
H 3.18 -2.05 0.88
H 1.62 -1.37 0.57
H 2.42 -2.23 -0.74
H 2.73 -1.40 -2.78
H 4.26 -1.76 -1.99
H 4.28 -0.65 -3.31
H 3.02 2.13 -1.39
H 3.24 1.52 -3.01
H 0.94 1.54 -3.08
H 1.17 -0.06 -2.25
H 1.06 2.41 -0.60
H 0.63 0.78 -0.17
H -1.13 2.70 -0.42
H -1.05 2.47 -2.13
H -2.89 1.98 0.65
H -3.21 0.25 0.77
H -3.07 -1.92 -1.47
H -0.46 -0.80 -3.63
H -1.19 1.40 -3.97
H -3.07 1.73 -2.63
H -4.61 2.03 -0.87
H -4.70 0.36 -0.40
H -6.58 1.58 -1.91
H -5.57 0.96 -3.21
H -7.52 -1.49 -0.61
H -4.90 -1.19 1.36
H -3.14 -2.86 1.76
H -2.79 -4.72 0.17
H -4.27 -4.94 -1.77
H -6.04 -3.29 -2.19
C 2.04 7.16 1.19
C 1.46 5.88 0.61
O 2.30 4.75 0.78
C 2.57 4.35 2.11
C 1.33 3.92 2.87
H 3.06 7.32 0.83
H 1.43 8.02 0.90
H 2.08 7.13 2.28
H 1.34 5.99 -0.47
H 0.47 5.68 1.02
H 3.12 5.14 2.65
H 3.25 3.50 2.03
H 0.66 4.76 3.07
H 1.60 3.48 3.82
H 0.77 3.19 2.28
C 7.02 -2.35 4.04
C 5.67 -2.36 3.33
O 5.64 -3.17 2.17
C 5.90 -4.55 2.36
C 4.88 -5.24 3.25
H 7.81 -2.11 3.33
H 7.02 -1.60 4.83
H 7.25 -3.31 4.49
H 5.43 -1.36 2.99
H 4.87 -2.66 4.02
H 6.91 -4.71 2.74
H 5.86 -4.99 1.36
H 4.95 -4.90 4.29
H 5.04 -6.32 3.24
H 3.86 -5.03 2.91
```

**LUMO**: 0.3 eV
**HOMO level**: -9.03 eV
**Multiplicity**: 1

Density functional theory data (ωB97M-V/def2-TZVPD) for an isolated molecule of C4H12NPS in a non-equilibrium geometry.

Structure (XYZ):
```
19
C4H12NPS, DFT ωB97M-V/def2-TZVPD
C -1.95 -1.49 -0.07
C 2.58 1.11 -0.25
C -1.25 -0.46 0.73
C 1.33 1.01 0.59
N 0.04 0.01 -1.58
P 0.41 -0.46 0.02
S 1.15 -2.36 0.18
H -2.77 -1.27 -0.90
H -1.13 -2.08 -0.35
H -2.58 -2.22 0.51
H 3.06 0.21 0.03
H 2.62 1.15 -1.39
H 3.24 1.96 -0.05
H -1.13 -0.71 1.86
H -1.69 0.62 0.80
H 0.55 1.76 0.51
H 1.54 0.88 1.73
H 0.50 -0.40 -2.39
H -0.24 0.98 -1.51
```

**Energy above the lowest of the compared OMol25 structures with the same formula, charge and spin**: 12.1 kcal per mole
**LUMO**: 0.7 eV
**HOMO level**: -8.39 eV
**Multiplicity**: 1

Density functional theory data (ωB97M-V/def2-TZVPD) for a structure of composition C15H20FeN3O4 in a non-equilibrium geometry.

Structure (XYZ):
```
43
C15H20FeN3O4, DFT ωB97M-V/def2-TZVPD
C -0.14 -1.84 3.92
O -0.61 -2.69 2.84
C -1.18 -2.03 1.77
C -1.46 -0.62 1.84
C -0.96 0.16 0.62
C -0.45 -0.57 -0.61
C -0.69 -1.93 -0.66
C -1.13 -2.67 0.47
Fe -3.35 -1.62 3.10
C -4.28 -0.41 2.23
O -4.87 0.30 1.50
C -4.12 -1.45 4.64
O -4.63 -1.27 5.66
C -4.44 -2.83 2.55
O -5.10 -3.67 2.09
H -0.97 -1.56 4.60
H 0.63 -2.43 4.45
H 0.32 -0.92 3.52
H -1.40 -0.06 2.80
H -1.82 0.78 0.28
H -0.12 0.81 0.97
H -0.07 0.14 -1.49
H -0.51 -2.54 -1.56
H -1.29 -3.75 0.40
C 2.04 -0.77 -2.91
N 2.35 0.62 -2.69
C 3.55 1.23 -3.20
C 3.43 2.68 -2.75
N 2.15 2.73 -2.08
C 1.58 3.89 -1.43
C 1.50 1.54 -2.17
N 0.24 1.31 -1.83
H 1.35 -1.16 -2.15
H 1.60 -0.93 -3.91
H 2.99 -1.33 -2.85
H 4.44 0.72 -2.79
H 3.58 1.15 -4.29
H 4.25 2.96 -2.09
H 3.44 3.34 -3.64
H 0.99 3.60 -0.55
H 2.40 4.53 -1.09
H 0.92 4.45 -2.11
H -0.19 2.12 -1.40
```

**LUMO (alpha / beta)**: -2.7 / -6.4 eV
**Total charge**: +1
**HOMO level (alpha / beta)**: -10.10 / -11.08 eV
**Multiplicity**: 5